{"formula": "C26H43Cl6F7IKMgNNaO3P", "method": "ωB97M-V with the def2-TZVPD basis set", "charge": 1, "lumo_ev": -7.392, "largest_force_ha_per_bohr": 0.076, "orbital_gap_ev": 1.22, "multiplicity": 1, "homo_ev": -8.610, "species": ["C", "C", "P", "I", "C", "C", "F", "C", "C", "C", "C", "C", "C", "C", "C", "C", "C", "C", "C", "N", "C", "C", "C", "C", "C", "F", "F", "C", "F", "F", "F", "H", "H", "H", "H", "H", "H", "H", "H", "H", "H", "H", "H", "H", "H", "H", "H", "H", "H", "H", "H", "H", "H", "H", "H", "H", "H", "H", "H", "H", "H", "H", "H", "H", "H", "H", "H", "H", "H", "H", "H", "K", "Na", "C", "C", "O", "C", "O", "O", "F", "H", "H", "H", "C", "Cl", "Cl", "Cl", "Cl", "Cl", "Mg", "Cl"], "positions_angstrom": [[1.20020, -1.52784, 1.91782], [1.59068, -1.73467, 0.77629], [2.33198, -1.94912, -1.01539], [1.82492, -4.48932, -0.61623], [4.01134, -2.38019, -0.13862], [4.85647, -1.30123, 0.46114], [4.30181, -0.67816, 1.61486], [0.55501, -1.62848, -1.69608], [-0.32667, -2.78332, -2.17819], [-1.46715, -2.15568, -3.03567], [-2.65260, -1.63453, -2.21262], [-3.95448, -1.96984, -2.92349], [-5.16663, -1.20018, -2.42887], [-5.22888, 0.31592, -2.88695], [-4.30314, 1.33523, -2.07802], [-3.99308, 1.00044, -0.54961], [-2.68320, 1.71018, -0.19810], [-2.52761, 1.90122, 1.31288], [-1.85639, 0.70607, 1.98739], [2.75285, -0.23494, -1.01811], [2.55468, 0.63959, -2.15822], [1.68963, 1.85998, -1.76519], [1.06778, 2.54771, -2.97188], [0.73274, 3.99984, -2.63743], [3.10070, -2.28363, -2.79997], [2.29454, -1.95594, -3.81768], [3.18187, -3.63475, -2.92422], [4.56551, -1.82477, -3.14061], [5.08073, -0.84086, -2.41715], [5.40007, -2.85376, -3.06884], [4.58884, -1.43403, -4.41485], [1.19874, -1.28272, 2.93678], [4.60802, -3.08091, -0.71112], [3.69085, -2.99300, 0.70356], [5.74991, -1.79495, 0.84194], [5.23183, -0.51717, -0.17421], [-0.00395, -1.18990, -0.87590], [0.55691, -0.89054, -2.48841], [0.13916, -3.46461, -2.88764], [-0.86380, -3.29284, -1.39040], [-1.84227, -2.98692, -3.62911], [-1.08712, -1.43066, -3.74635], [-2.64593, -2.00944, -1.19258], [-2.52630, -0.55640, -2.14451], [-4.15045, -3.01832, -2.72443], [-3.87327, -1.86177, -3.99851], [-5.31401, -1.32097, -1.32115], [-6.03971, -1.67835, -2.86414], [-4.89193, 0.33619, -3.91266], [-6.29787, 0.66009, -2.94884], [-4.83186, 2.32081, -2.08264], [-3.37869, 1.52202, -2.59524], [-3.81743, -0.07583, -0.32361], [-4.80291, 1.37318, 0.13852], [-1.90593, 1.01849, -0.51329], [-2.52970, 2.60701, -0.78477], [-1.87562, 2.74817, 1.46258], [-3.50898, 2.07935, 1.74770], [-2.60171, 0.07402, 2.47797], [-1.19536, 1.07095, 2.76469], [-1.25250, 0.11997, 1.30752], [2.39936, 0.18805, -0.17562], [3.50530, 1.07980, -2.45685], [2.11529, 0.25343, -3.07360], [0.87517, 1.45261, -1.16581], [2.29762, 2.53110, -1.16873], [1.71251, 2.54249, -3.84126], [0.11778, 2.06967, -3.17856], [1.62196, 4.56018, -2.37464], [0.27120, 4.48848, -3.48823], [0.04669, 4.05636, -1.80037], [-6.43700, 0.54194, -0.51250], [3.07988, -1.49103, 3.69659], [6.60618, 0.57524, 8.01787], [5.29072, 1.24710, 8.32628], [4.38264, 0.51048, 7.52000], [4.90208, -0.74275, 7.39684], [4.28062, -1.68256, 7.01047], [6.19441, -0.76830, 7.75291], [5.28205, 2.54667, 7.92940], [7.07783, 0.99616, 7.12803], [7.30911, 0.61119, 8.84517], [4.98016, 1.18457, 9.36876], [-8.55026, 4.67049, 1.51617], [-9.10732, 4.51287, 3.17550], [-7.06171, 3.70909, 1.30803], [-9.78466, 4.06367, 0.40846], [-8.19929, 6.35406, 1.15518], [4.62461, -2.43944, 9.61130], [-4.10533, -0.42987, 2.91111], [0.81182, -5.19759, -3.89197]]}